No. 1
C21H41Li3O12P | the ωB97M-V functional and the def2-TZVPD basis

Results
Charge ... -1
HOMO level ... -2.003 eV
HOMO-LUMO gap ... 3.4 eV

Each line ends with the Löwdin charge.
Cartesian coordinates (Å):
Li1 -3.529 -3.434 -3.559  0.81
Li2 0.968 -1.965 -5.303  0.81
Li3 0.173 -5.375 -2.408  0.79
P1 -0.939 -5.098 -5.842  -0.15
O1 -1.346 -6.074 -7.070  -0.55
O2 0.515 -4.852 -5.254  -0.62
O3 -1.732 -5.672 -4.664  -0.57
O4 -1.581 -3.699 -6.085  -0.59
O5 -0.070 -0.094 -0.184  0.07
C1 -0.172 -0.780 -1.311  -0.93
O6 0.379 -0.257 -2.256  -0.04
O7 -0.739 -1.922 -1.324  -0.11
H1 0.291 0.624 -0.710  0.08
C2 3.596 3.253 5.138  -0.17
C3 2.827 2.163 4.465  -0.17
C4 3.013 0.959 5.438  -0.15
O8 3.914 1.396 6.500  -0.12
C5 4.592 2.497 6.048  -0.26
H2 2.979 3.874 5.788  0.11
H3 4.101 3.852 4.380  0.11
H4 3.219 2.001 3.461  0.11
H5 1.756 2.332 4.355  0.11
H6 3.438 0.189 4.795  0.10
H7 2.097 0.479 5.782  0.11
H8 5.574 2.265 5.637  0.11
H9 4.909 3.218 6.801  0.11
C6 -2.046 -3.936 6.831  -0.21
C7 -2.364 -4.756 5.632  -0.19
C8 -2.527 -3.719 4.517  -0.18
O9 -2.944 -2.567 5.288  -0.17
C9 -3.100 -2.826 6.747  -0.15
H10 -1.030 -3.542 6.855  0.12
H11 -2.000 -4.491 7.768  0.11
H12 -3.341 -5.239 5.605  0.12
H13 -1.557 -5.476 5.502  0.11
H14 -3.315 -3.931 3.794  0.11
H15 -1.607 -3.388 4.037  0.12
H16 -4.072 -3.115 7.147  0.11
H17 -2.872 -1.932 7.326  0.11
C10 8.226 -0.619 1.007  -0.21
C11 7.245 0.425 0.468  -0.19
C12 6.157 -0.480 -0.103  -0.17
O10 6.952 -1.629 -0.547  -0.14
C13 8.339 -1.500 -0.200  -0.21
H18 7.764 -1.048 1.897  0.12
H19 9.196 -0.211 1.291  0.11
H20 7.706 0.981 -0.349  0.11
H21 6.903 1.200 1.154  0.11
H22 5.652 0.120 -0.859  0.12
H23 5.492 -0.774 0.710  0.12
H24 8.983 -0.890 -0.833  0.12
H25 8.756 -2.439 0.163  0.12
C14 -1.681 4.750 -6.162  -0.16
C15 -0.670 5.427 -5.193  -0.16
C16 0.572 4.639 -5.431  -0.20
O11 0.444 3.986 -6.743  -0.14
C17 -0.906 3.681 -6.900  -0.24
H26 -2.043 5.473 -6.893  0.10
H27 -2.511 4.261 -5.652  0.11
H28 -0.918 5.410 -4.131  0.11
H29 -0.562 6.441 -5.578  0.11
H30 0.926 4.047 -4.587  0.12
H31 1.446 5.275 -5.573  0.11
H32 -1.001 2.726 -6.384  0.12
H33 -1.139 3.575 -7.960  0.12
C18 -7.156 1.497 -1.709  -0.13
C19 -8.288 0.579 -2.223  -0.22
C20 -7.606 -0.414 -2.964  -0.24
O12 -6.331 -0.517 -2.315  -0.14
C21 -6.205 0.361 -1.236  -0.21
H34 -7.372 2.192 -0.898  0.10
H35 -6.557 2.075 -2.413  0.11
H36 -9.072 1.051 -2.815  0.12
H37 -8.795 0.172 -1.349  0.12
H38 -7.532 -0.047 -3.988  0.13
H39 -8.200 -1.320 -2.838  0.13
H40 -5.176 0.722 -1.217  0.12
H41 -6.494 -0.136 -0.310  0.12

---

No. 2
C21H41N4O3 | the ωB97M-V functional and the def2-TZVPD basis

Results
Charge ... +1
SMILES ... CCCCCCCCCCCCc1[nH]c(ON=O)n[n+]1CCCCCOCC
HOMO level ... -11.996 eV
HOMO-LUMO gap ... 8.1 eV

Each line ends with the Löwdin charge.
Cartesian coordinates (Å):
C1 3.271 -5.117 2.448  -0.12
C2 2.487 -4.264 1.342  -0.25
C3 2.652 -2.689 1.595  -0.21
C4 3.561 -2.099 0.436  -0.20
C5 2.995 -0.646 0.050  -0.22
C6 3.576 -0.295 -1.383  -0.20
C7 2.864 0.988 -1.996  -0.22
C8 3.596 2.358 -1.686  -0.22
C9 3.963 2.613 -0.173  -0.19
C10 2.741 2.902 0.806  -0.18
C11 1.330 3.015 0.126  -0.19
C12 0.249 3.777 1.045  -0.07
C13 -1.083 3.744 0.208  -0.16
N1 -1.278 4.647 -0.817  0.25
C14 -2.548 4.248 -1.331  -0.30
O1 -3.240 4.782 -2.410  0.02
N2 -2.592 4.386 -3.622  0.05
O2 -2.055 3.357 -3.516  0.11
N3 -3.001 3.207 -0.617  0.20
N4 -2.112 2.860 0.354  -0.01
C15 -2.229 1.735 1.318  -0.09
C16 -3.600 0.992 1.083  -0.18
C17 -3.566 -0.515 1.628  -0.18
C18 -4.984 -1.152 1.234  -0.16
C19 -4.726 -2.514 0.484  -0.24
O3 -4.322 -2.283 -0.879  -0.18
C20 -3.999 -3.572 -1.448  -0.27
C21 -2.974 -3.399 -2.640  -0.09
H1 2.608 -5.264 3.344  0.07
H2 3.532 -6.096 1.958  0.07
H3 4.216 -4.580 2.730  0.07
H4 2.920 -4.565 0.342  0.09
H5 1.405 -4.582 1.344  0.10
H6 1.626 -2.224 1.604  0.09
H7 3.162 -2.563 2.595  0.11
H8 4.611 -1.910 0.811  0.12
H9 3.553 -2.705 -0.508  0.10
H10 1.868 -0.615 0.024  0.10
H11 3.338 0.058 0.854  0.09
H12 3.373 -1.158 -2.078  0.11
H13 4.680 -0.081 -1.383  0.12
H14 2.908 0.859 -3.124  0.11
H15 1.757 1.008 -1.756  0.09
H16 2.986 3.181 -2.162  0.10
H17 4.566 2.334 -2.274  0.12
H18 4.541 1.717 0.182  0.10
H19 4.633 3.525 -0.132  0.11
H20 3.005 3.799 1.441  0.12
H21 2.699 2.035 1.535  0.11
H22 0.887 1.985 -0.034  0.10
H23 1.326 3.581 -0.850  0.11
H24 0.128 3.300 2.053  0.12
H25 0.587 4.836 1.232  0.13
H26 -0.676 5.399 -1.151  0.19
H27 -2.078 2.053 2.385  0.14
H28 -1.381 1.017 1.092  0.14
H29 -4.421 1.541 1.635  0.13
H30 -3.880 0.898 -0.006  0.12
H31 -3.374 -0.568 2.730  0.12
H32 -2.784 -1.056 1.033  0.11
H33 -5.492 -0.445 0.525  0.11
H34 -5.633 -1.246 2.143  0.12
H35 -5.697 -3.092 0.494  0.13
H36 -3.897 -3.046 1.041  0.13
H37 -4.925 -4.087 -1.855  0.13
H38 -3.512 -4.265 -0.704  0.12
H39 -1.962 -3.129 -2.221  0.07
H40 -3.320 -2.564 -3.304  0.08
H41 -2.856 -4.355 -3.225  0.08

---

No. 3
C21H42Br10O5 | the ωB97M-V functional and the def2-TZVPD basis

Results
Spin multiplicity ... 2
Charge ... -1
HOMO level (alpha / beta) ... -0.031 / -6.124 eV
HOMO-LUMO gap (alpha / beta) ... 2.2 / 8.3 eV

Each line ends with the Mulliken spin population.
Cartesian coordinates (Å):
C1 -4.183 -2.251 3.427  0.01
C2 -3.142 -1.383 2.826  0.00
O1 -2.393 -1.811 2.014  0.00
C3 -3.119 0.108 3.149  -0.03
H1 -3.902 -2.768 4.344  -0.01
H2 -4.592 -2.892 2.646  0.00
H3 -5.084 -1.679 3.648  0.00
H4 -2.369 0.173 3.937  0.04
H5 -4.106 0.483 3.419  0.01
H6 -2.823 0.677 2.268  0.00
O2 -4.464 3.118 1.757  -0.01
C4 -4.220 4.092 2.490  0.02
O3 -3.128 4.343 3.268  0.00
C5 -2.120 3.399 3.369  -0.01
C6 -0.650 3.863 3.826  -0.01
C7 -5.169 5.287 2.497  0.00
H7 -2.103 2.715 2.521  0.00
H8 -2.509 2.765 4.166  -0.02
H9 -0.018 3.922 2.940  -0.01
H10 -0.139 3.140 4.462  0.05
H11 -0.658 4.885 4.206  -0.02
H12 -4.722 5.968 1.773  0.00
H13 -5.011 5.757 3.468  0.00
H14 -6.226 5.217 2.238  0.00
O4 3.634 -4.404 0.357  0.00
C8 4.215 -3.612 1.091  0.00
O5 5.591 -3.579 1.317  0.00
C9 6.434 -4.383 0.554  0.00
C10 6.907 -5.622 1.370  0.00
C11 3.456 -2.665 1.961  -0.01
H15 7.349 -3.803 0.439  0.00
H16 6.028 -4.776 -0.378  0.00
H17 7.226 -5.464 2.401  0.00
H18 7.633 -6.089 0.704  0.00
H19 6.108 -6.362 1.364  0.00
H20 3.037 -3.286 2.752  -0.01
H21 2.686 -2.038 1.511  0.02
H22 4.170 -1.915 2.300  0.00
Br1 -1.726 -3.315 -4.584  0.00
C12 -0.487 -2.593 -5.933  -0.02
C13 -0.121 -1.175 -5.435  -0.07
Br2 1.306 -0.388 -6.691  0.01
H23 -0.770 -2.508 -6.982  0.01
H24 0.516 -3.016 -5.889  0.00
H25 0.316 -1.245 -4.439  0.09
H26 -1.054 -0.628 -5.572  0.01
Br3 0.029 0.755 2.568  0.14
C14 -0.264 0.525 0.669  0.07
C15 0.779 -0.517 0.326  0.28
Br4 0.983 -0.825 -1.665  0.31
H27 -0.029 1.446 0.135  0.02
H28 -1.261 0.117 0.501  0.02
H29 0.472 -1.420 0.853  0.01
H30 1.747 -0.177 0.694  -0.01
Br5 4.446 0.167 -5.028  0.00
C16 3.998 0.134 -3.170  0.01
C17 5.164 -0.595 -2.526  -0.02
Br6 4.825 -0.652 -0.596  0.03
H31 3.137 -0.512 -2.998  0.02
H32 3.791 1.115 -2.742  -0.01
H33 6.065 0.008 -2.635  0.00
H34 5.286 -1.628 -2.851  0.00
Br7 -1.970 4.769 -1.286  0.01
C18 -0.455 4.652 -2.557  0.00
C19 0.145 3.223 -2.462  0.00
Br8 1.425 2.690 -3.926  0.01
H35 0.189 5.491 -2.295  0.00
H36 -0.847 4.788 -3.565  0.00
H37 -0.628 2.455 -2.462  0.00
H38 0.627 3.093 -1.492  0.01
Br9 -5.980 -1.142 0.289  0.00
C20 -4.563 0.053 -0.560  0.00
C21 -3.754 -0.830 -1.452  0.00
Br10 -2.543 0.278 -2.486  0.02
H39 -4.036 0.421 0.320  0.00
H40 -5.104 0.704 -1.247  0.00
H41 -4.308 -1.390 -2.204  0.00
H42 -2.971 -1.458 -1.027  0.00

---

No. 4
C21H42ClI2N2O2P | the ωB97M-V functional and the def2-TZVPD basis

Results
Spin multiplicity ... 3
Charge ... 0
HOMO level (alpha / beta) ... -7.806 / -8.911 eV
HOMO-LUMO gap (alpha / beta) ... 7.8 / 8.9 eV

Each line ends with the Mulliken spin population.
Cartesian coordinates (Å):
C1 5.971 -4.703 -3.886  0.00
C2 4.566 -5.153 -3.634  0.00
I1 4.370 -7.261 -3.714  0.00
C3 3.484 -4.437 -3.376  0.00
I2 3.614 -2.342 -3.391  0.00
P1 1.727 -5.053 -3.043  0.00
Cl1 -0.361 -5.805 -2.730  0.00
H1 6.463 -5.331 -4.626  0.00
H2 5.986 -3.669 -4.232  0.00
H3 6.546 -4.770 -2.958  0.00
H4 2.152 -6.135 -2.282  0.00
H5 1.363 -3.890 -2.372  0.00
H6 1.456 -5.175 -4.405  0.00
C4 -1.383 -2.247 1.208  0.04
C5 -0.061 -2.992 1.474  -0.02
C6 0.185 -3.248 2.972  0.03
C7 0.619 -2.022 3.765  -0.02
C8 1.834 -1.366 3.119  0.03
C9 1.583 -0.985 1.655  -0.03
N1 1.121 -2.231 0.937  0.43
O1 2.077 -2.968 0.517  0.52
C10 0.579 0.162 1.566  0.09
C11 2.875 -0.521 0.990  0.00
C12 -0.136 -4.331 0.751  -0.02
H7 -1.254 -1.192 1.001  -0.01
H8 -1.879 -2.680 0.339  0.00
H9 -2.058 -2.344 2.060  0.00
H10 0.962 -4.014 3.059  0.00
H11 -0.730 -3.675 3.391  0.00
H12 -0.205 -1.308 3.855  0.00
H13 0.871 -2.329 4.782  0.00
H14 2.128 -0.463 3.661  0.00
H15 2.681 -2.059 3.156  0.00
H16 0.293 0.359 0.533  -0.03
H17 1.051 1.067 1.949  0.00
H18 -0.324 0.005 2.152  0.00
H19 3.670 -1.253 1.096  0.00
H20 3.187 0.416 1.457  0.00
H21 2.716 -0.341 -0.074  0.00
H22 -0.204 -4.189 -0.328  0.00
H23 -1.044 -4.845 1.075  0.00
H24 0.722 -4.964 0.963  0.00
C13 -1.893 4.387 -2.426  0.02
C14 -1.994 3.342 -1.300  -0.01
C15 -3.448 2.937 -0.995  0.03
C16 -4.244 3.972 -0.209  -0.02
C17 -3.507 4.357 1.069  0.03
C18 -2.094 4.884 0.796  -0.01
N2 -1.372 3.843 -0.024  0.46
O2 -0.799 2.938 0.672  0.49
C19 -2.158 6.248 0.106  0.02
C20 -1.324 5.061 2.101  0.00
C21 -1.226 2.101 -1.751  -0.01
H25 -1.721 5.395 -2.068  -0.01
H26 -1.059 4.142 -3.083  0.00
H27 -2.802 4.394 -3.030  0.00
H28 -3.425 2.006 -0.420  0.00
H29 -3.939 2.712 -1.945  0.00
H30 -4.447 4.854 -0.823  0.00
H31 -5.217 3.549 0.049  0.00
H32 -4.057 5.122 1.624  0.00
H33 -3.429 3.479 1.718  0.00
H34 -1.165 6.574 -0.206  -0.01
H35 -2.539 6.970 0.830  0.00
H36 -2.822 6.274 -0.754  0.00
H37 -1.319 4.149 2.691  0.01
H38 -1.800 5.856 2.679  0.00
H39 -0.290 5.346 1.904  0.00
H40 -0.162 2.319 -1.844  0.00
H41 -1.609 1.806 -2.731  0.00
H42 -1.348 1.271 -1.060  0.02

---

No. 5
C21H42ClN6NbO3P | the ωB97M-V functional and the def2-TZVPD basis

Results
Charge ... -1
HOMO level ... -4.455 eV
HOMO-LUMO gap ... 6.3 eV

Each line ends with the Löwdin charge.
Cartesian coordinates (Å):
O1 -0.056 -9.079 0.853  0.03
N1 -0.563 -8.156 0.344  -0.07
O2 -0.113 -6.920 0.848  -0.29
C1 1.293 -6.657 0.518  -0.43
Nb1 1.607 -4.475 -0.119  0.87
P1 1.122 -5.203 -2.583  0.25
O3 2.542 -5.788 -3.231  -0.51
Cl1 0.561 -3.597 -3.811  0.06
H1 1.904 -6.955 1.366  0.02
H2 1.579 -7.312 -0.298  0.01
H3 3.374 -4.963 -0.356  -0.15
H4 2.082 -2.862 -0.860  -0.16
H5 -0.136 -3.942 0.169  -0.16
H6 2.125 -3.787 1.459  -0.15
H7 3.086 -5.991 -2.460  -0.03
C2 2.063 -0.218 -2.459  -0.13
C3 0.578 -0.418 -2.189  -0.31
C4 -0.018 0.674 -1.284  -0.19
C5 0.643 0.648 0.013  -0.25
N2 1.258 0.558 0.973  0.15
H8 2.642 -0.274 -1.538  0.06
H9 2.434 -0.996 -3.124  0.06
H10 2.250 0.752 -2.929  0.07
H11 0.425 -1.398 -1.734  0.05
H12 0.039 -0.418 -3.140  0.10
H13 -1.086 0.515 -1.126  0.09
H14 0.109 1.660 -1.734  0.12
C6 3.290 -3.560 6.023  -0.11
C7 2.787 -4.999 6.050  -0.27
C8 2.448 -5.534 4.655  -0.20
C9 1.401 -4.743 4.025  -0.28
N3 0.608 -4.093 3.517  0.15
H15 2.530 -2.883 5.635  0.07
H16 3.549 -3.226 7.028  0.07
H17 4.179 -3.467 5.397  0.08
H18 1.903 -5.063 6.687  0.11
H19 3.549 -5.643 6.494  0.10
H20 2.107 -6.568 4.711  0.12
H21 3.328 -5.506 4.009  0.12
C10 -2.532 -2.233 -2.687  -0.12
C11 -3.774 -2.548 -1.867  -0.25
C12 -4.961 -1.642 -2.216  -0.19
C13 -4.630 -0.242 -1.972  -0.22
N4 -4.370 0.857 -1.785  0.17
H22 -2.185 -1.218 -2.495  0.05
H23 -1.723 -2.911 -2.419  0.02
H24 -2.719 -2.336 -3.758  0.08
H25 -3.540 -2.443 -0.807  0.12
H26 -4.067 -3.587 -2.027  0.11
H27 -5.831 -1.900 -1.612  0.11
H28 -5.236 -1.750 -3.266  0.12
C14 -2.630 2.818 0.149  -0.13
C15 -3.323 3.776 1.108  -0.25
C16 -3.376 5.216 0.584  -0.19
C17 -2.042 5.768 0.374  -0.22
N5 -0.993 6.198 0.211  0.17
H29 -1.583 3.091 0.003  0.07
H30 -2.650 1.804 0.546  0.07
H31 -3.124 2.806 -0.819  0.04
H32 -2.815 3.759 2.074  0.11
H33 -4.346 3.437 1.279  0.11
H34 -3.898 5.862 1.290  0.11
H35 -3.912 5.253 -0.365  0.12
C18 1.710 8.017 -1.658  -0.11
C19 0.988 8.953 -0.699  -0.27
C20 0.878 10.387 -1.231  -0.20
C21 2.191 10.985 -1.456  -0.25
N6 3.226 11.445 -1.625  0.14
H36 2.742 8.331 -1.822  0.07
H37 1.731 7.007 -1.252  0.07
H38 1.206 7.980 -2.626  0.08
H39 1.507 8.959 0.260  0.11
H40 -0.015 8.570 -0.516  0.07
H41 0.340 11.016 -0.522  0.11
H42 0.332 10.402 -2.175  0.12

---

No. 6
C21H42ClNO7 | the ωB97M-V functional and the def2-TZVPD basis

Results
Charge ... 0
SMILES ... C#CC[C@]1(N=C(C)C)OC(=O)O[C@@H]1Cl.CC(C)O.CC(C)O.CC(C)O.CC(C)O
HOMO level ... -9.104 eV
HOMO-LUMO gap ... 9.6 eV

Each line ends with the Löwdin charge.
Cartesian coordinates (Å):
C1 0.298 -2.566 4.162  0.10
C2 0.161 -1.891 3.179  -0.15
C3 -0.094 -1.053 2.010  -0.09
C4 -0.634 0.387 2.297  -0.40
N1 -1.888 0.654 1.699  0.16
C5 -3.011 0.636 2.314  -0.36
C6 -3.970 1.775 2.125  -0.01
C7 -3.472 -0.506 3.188  -0.03
O1 0.314 1.242 1.521  0.09
C8 1.382 1.423 2.312  -0.57
O2 2.511 1.501 1.966  0.18
O3 0.981 1.494 3.614  0.06
C9 -0.376 1.096 3.641  -0.60
Cl1 -0.899 0.421 5.174  0.75
H1 0.421 -3.136 5.048  0.03
H2 -0.850 -1.562 1.415  0.11
H3 0.793 -0.986 1.382  0.13
H4 -4.994 1.405 2.062  0.05
H5 -3.711 2.311 1.215  0.09
H6 -3.824 2.404 3.006  0.10
H7 -2.680 -0.860 3.844  0.03
H8 -4.358 -0.222 3.753  0.08
H9 -3.740 -1.344 2.539  0.10
H10 -0.951 2.022 3.574  0.12
C10 4.527 2.994 -1.753  -0.06
C11 5.712 2.422 -0.990  -0.50
C12 5.472 0.967 -0.624  -0.05
O4 5.961 3.189 0.186  -0.05
H11 3.623 2.960 -1.138  0.08
H12 4.706 4.040 -2.011  0.08
H13 4.342 2.433 -2.670  0.06
H14 6.615 2.505 -1.600  0.13
H15 4.596 0.884 0.025  0.07
H16 6.324 0.563 -0.075  0.08
H17 5.306 0.354 -1.512  0.08
H18 5.176 3.126 0.743  0.08
C13 -9.646 1.632 1.698  -0.06
C14 -8.354 0.850 1.525  -0.50
C15 -8.588 -0.645 1.673  -0.06
O5 -7.381 1.293 2.473  -0.07
H19 -10.059 1.468 2.697  0.08
H20 -9.463 2.702 1.590  0.08
H21 -10.393 1.331 0.962  0.08
H22 -7.929 1.058 0.542  0.14
H23 -8.971 -0.873 2.672  0.08
H24 -7.653 -1.193 1.548  0.08
H25 -9.305 -1.010 0.938  0.08
H26 -7.730 1.124 3.355  0.09
C16 6.655 1.154 -6.752  -0.06
C17 5.371 1.330 -5.957  -0.50
C18 4.812 2.737 -6.108  -0.06
O6 5.600 1.038 -4.579  -0.07
H27 7.422 1.846 -6.391  0.08
H28 7.043 0.143 -6.632  0.08
H29 6.494 1.343 -7.814  0.08
H30 4.630 0.604 -6.295  0.14
H31 5.527 3.472 -5.729  0.08
H32 3.892 2.846 -5.532  0.08
H33 4.599 2.970 -7.152  0.08
H34 6.253 1.667 -4.251  0.08
C19 0.744 -4.673 -1.608  -0.06
C20 0.855 -4.560 -0.096  -0.49
C21 0.792 -5.924 0.571  -0.06
O7 -0.181 -3.718 0.412  -0.06
H35 -0.213 -5.122 -1.887  0.08
H36 0.790 -3.686 -2.069  0.08
H37 1.546 -5.286 -2.020  0.08
H38 1.793 -4.068 0.166  0.14
H39 -0.164 -6.409 0.355  0.08
H40 0.872 -5.822 1.654  0.08
H41 1.595 -6.574 0.222  0.08
H42 -1.026 -4.128 0.197  0.09